Version one
ORCA calculation (wB97M-V/def2-TZVPD) on a structure of composition C15H16ClF3N3O6OsS2.

Geometry as ORCA input:
```
! wB97M-V def2-TZVPD RIJCOSX def2/J DEFGRID3
* xyz 0 2
N -2.335 -0.889 -0.607
H 5.398 -1.983 -2.292
F 3.351 1.766 -0.808
O -0.530 -1.124 1.528
C 2.286 -2.088 -0.959
C 2.427 -0.410 -2.630
H -4.290 2.740 -4.260
C 3.756 -0.726 -2.855
F 3.593 2.003 1.330
H -1.879 -1.746 -0.924
N -3.099 -0.399 -1.677
Cl 1.727 0.881 -3.574
C -2.892 0.886 -2.060
C -3.504 2.581 -3.530
H -3.568 3.307 -2.724
H 0.077 -2.030 5.798
F 2.696 0.208 0.562
H 4.308 -0.176 -3.605
H -1.643 -0.343 6.498
H -0.285 -0.122 -2.146
H -2.942 -1.074 0.193
O 0.359 2.159 -0.699
N -0.832 -0.838 2.828
H 4.065 -3.196 -0.574
H -2.767 1.025 4.769
C 3.609 -2.409 -1.163
O 0.451 1.597 1.560
H -3.882 -0.930 -2.014
C -1.412 -0.488 5.451
O 1.542 3.717 0.758
Os -0.847 0.405 0.266
C -0.181 -1.583 3.742
C 1.635 -1.071 -1.683
O -3.727 1.251 -3.019
H 0.540 -2.266 3.322
C 4.360 -1.731 -2.119
S -2.483 1.033 1.876
C -2.043 0.270 4.500
C -1.753 0.113 3.134
C -0.454 -1.434 5.072
S 1.164 2.369 0.507
H -2.524 2.638 -3.998
H -0.196 -1.566 -0.874
O -2.025 1.580 -1.576
C 0.238 -0.794 -1.485
H 1.713 -2.623 -0.209
C 2.798 1.512 0.369
*
```

Properties
orbital gap (alpha / beta)	0.2378 / 0.2365	hartree
HOMO (alpha / beta)	-6.687 / -6.718	eV

Here are the natural (NBO) charges for atoms 1 to 4, given in e: number 1, N, carries -0.561; number 2, H, carries 0.212; number 3, F, carries -0.301; number 4, O, carries -0.532

***

Version two
ORCA calculation (wB97M-V/def2-TZVPD) on a structure of composition C15H16ClF3N3O6OsS2.

Geometry as ORCA input:
```
! wB97M-V def2-TZVPD RIJCOSX def2/J DEFGRID3
* xyz 0 2
O 1.752 0.445 1.256
H 2.255 -0.841 5.634
Cl -1.670 -4.210 -1.355
H -2.567 -2.038 -0.151
O 1.311 -1.622 4.032
C -0.958 -0.847 -4.264
H -3.050 -0.489 -0.774
H -0.779 -0.044 -4.967
H -1.712 0.459 -2.744
F 4.397 1.192 0.387
C -1.500 2.567 0.670
O -0.139 1.407 -0.817
C -1.408 -2.868 -2.454
O 1.571 -1.079 -0.594
C -0.876 -3.172 -3.699
C -1.929 3.809 1.150
S 2.464 -0.557 0.469
H 0.504 -0.484 5.577
C 1.422 -0.565 4.998
H -0.644 -4.200 -3.941
H -2.712 3.824 1.895
H 0.848 3.503 -1.430
C 3.721 0.412 -0.455
F 3.127 1.183 -1.367
S -2.111 1.044 1.198
N -0.453 -2.220 1.040
H -1.293 -2.776 1.146
C -2.200 -1.169 -0.700
C -1.488 -0.566 -3.018
C -0.319 4.915 -0.244
O 3.190 -1.564 1.187
Os -0.521 -0.304 0.194
N -0.536 2.571 -0.261
H -1.680 5.924 1.089
N 0.365 -2.446 2.192
C -0.647 -2.154 -4.607
H -0.223 -2.383 -5.576
C -1.738 -1.566 -2.070
C 0.325 -1.457 3.151
C 0.068 3.687 -0.708
O -0.509 -0.593 3.160
F 4.579 -0.396 -1.072
C -1.348 4.970 0.700
H 0.171 5.805 -0.605
H 1.270 -2.847 1.998
H 0.048 -2.638 0.257
H 1.621 0.378 4.492
*
```

Properties
orbital gap (alpha / beta)	0.2932 / 0.2566	hartree
HOMO (alpha / beta)	-7.884 / -7.569	eV

Here are the natural (NBO) charges for atoms 1 to 4, given in e: number 1, O, carries -0.962; number 2, H, carries 0.197; number 3, Cl, carries -0.043; number 4, H, carries 0.183

***

Which is more stable than every other structure shown? version two is more stable than every other one.